# 1
76
Properties=species:S:1:pos:R:3:forces:R:3 method="wB97M-V/def2-TZVPD" orbital_gap_ev="5.09 / 5.09" total_charge=+1
C -4.55034 1.97544 -1.05741 0.32 0.48 -0.35
C -3.24393 2.51310 -0.84819 -0.54 -0.10 -0.35
C -2.76646 2.99353 -2.12259 -0.42 -0.44 -0.02
H -2.80673 2.72724 0.12491 -0.18 -0.03 -0.24
C -3.78462 2.69766 -3.09763 0.29 0.00 0.81
C -4.87317 2.08462 -2.43282 0.59 0.24 0.41
H -5.82340 1.79505 -2.88116 0.33 0.07 0.07
H -5.22618 1.65116 -0.27000 0.32 -0.09 -0.30
H -1.87802 3.60766 -2.28282 -0.32 -0.14 -0.03
H -3.75060 2.95973 -4.15334 0.13 -0.23 0.34
Sc -1.82240 0.72756 -1.96930 -3.89 2.94 -1.59
Si 0.96458 -1.05693 3.87215 0.19 2.96 2.07
C 2.68612 -0.59003 4.36576 0.30 0.02 0.32
C 3.71803 -1.53797 4.28626 0.13 0.41 -0.21
H 3.47392 -2.57840 4.06706 0.15 0.23 -0.03
C 5.04915 -1.14397 4.43712 0.01 0.11 0.08
H 5.84925 -1.87746 4.34341 -0.19 0.14 0.03
C 5.36516 0.19532 4.68800 -0.35 -0.13 -0.07
H 6.40696 0.51644 4.73423 -0.31 -0.12 0.08
C 4.33343 1.12018 4.87891 -0.08 -0.02 0.04
H 4.56694 2.15901 5.11685 -0.04 -0.30 -0.01
C 2.99948 0.72210 4.75460 0.45 -0.10 -0.22
H 2.20071 1.44330 4.94310 0.27 -0.13 -0.07
C 0.36685 0.06191 2.50570 -1.09 -1.60 -1.01
C 0.69356 1.42609 2.33646 0.13 1.66 -1.07
H 1.26631 1.93777 3.10167 -0.16 0.00 -0.07
C 0.35025 2.13805 1.20586 1.00 0.08 0.82
H 0.61167 3.19523 1.12401 -0.04 -0.35 0.03
C -0.34274 1.52406 0.12009 -0.25 -0.07 -1.53
H -0.85221 2.21643 -0.58163 -0.15 -0.16 0.96
C -0.84583 0.15088 0.36005 -1.62 -0.86 -1.34
H -1.86083 -0.11284 0.01638 0.00 0.37 1.03
C -0.42311 -0.56005 1.55962 0.78 0.33 0.25
H -0.71018 -1.61403 1.65784 0.09 0.45 -0.04
H 0.06226 -0.97266 5.05003 -0.11 0.04 -0.15
Si 0.34121 0.00327 -1.22622 5.85 -1.51 1.98
C 0.94785 -0.49912 -3.01994 -0.75 0.17 -0.82
C 1.82607 0.37480 -3.67101 -0.08 0.26 0.13
H 2.00338 1.36213 -3.24025 0.08 -0.25 -0.23
C 2.43099 0.00059 -4.87039 -0.18 -0.45 0.25
H 3.11138 0.68301 -5.37989 -0.19 -0.17 0.20
C 2.15536 -1.26118 -5.42102 -0.20 0.16 0.27
H 2.64205 -1.56135 -6.35066 -0.22 0.07 0.28
C 1.24594 -2.11795 -4.79104 0.22 0.16 0.06
H 1.01077 -3.08499 -5.23820 0.06 0.27 0.18
C 0.63318 -1.73519 -3.59222 -0.19 0.29 0.21
H -0.10612 -2.36825 -3.09988 0.23 -0.06 -0.25
C 1.97199 -0.49288 -0.41722 -0.22 0.14 0.23
C 2.87425 0.50917 -0.05801 0.51 -0.11 0.32
H 2.63684 1.55614 -0.25205 0.08 -0.23 0.05
C 4.08677 0.19201 0.57144 -0.30 -0.02 -0.23
H 4.77255 0.99461 0.84745 -0.15 -0.28 -0.04
C 4.40026 -1.14137 0.83319 0.08 0.08 0.07
H 5.34208 -1.38751 1.33409 -0.39 0.07 -0.21
C 3.51672 -2.15535 0.45915 -0.43 0.04 -0.26
H 3.75911 -3.20341 0.65374 -0.04 0.37 -0.06
C 2.30642 -1.83394 -0.17710 0.46 0.14 0.32
H 1.62760 -2.63092 -0.48364 0.15 0.10 0.10
H 0.97402 -2.29415 3.36177 -0.11 -3.26 -1.30
Cl -1.31769 1.26152 -4.22042 0.42 -0.34 0.00
C -3.34839 0.47517 2.26499 -0.35 -0.21 0.10
O -3.75098 0.19017 0.92383 0.26 -0.56 -0.03
C -3.96004 -1.17956 0.60669 -0.09 0.48 0.53
C -4.36973 -1.29358 -0.84040 0.03 0.22 -0.09
O -3.33314 -0.74067 -1.70310 0.03 -0.55 0.02
C -3.56956 -1.03072 -3.08976 -0.60 -0.91 -0.60
H -2.75669 -0.34540 2.70899 -0.27 0.29 -0.18
H -4.25025 0.65765 2.87186 0.38 -0.06 -0.04
H -2.73041 1.38343 2.23325 -0.21 -0.25 0.04
H -3.04178 -1.77486 0.78888 -0.35 0.12 0.08
H -4.79283 -1.55520 1.22359 0.30 -0.30 -0.16
H -4.49725 -2.35038 -1.11209 0.05 0.22 0.07
H -5.30830 -0.75198 -1.02729 0.35 -0.01 -0.08
H -3.57859 -2.12410 -3.22294 0.09 0.32 -0.02
H -4.53863 -0.62389 -3.40569 0.29 0.06 0.11
H -2.77028 -0.60094 -3.72564 -0.35 -0.14 0.36

=====

# 2
76
Properties=species:S:1:pos:R:3:forces:R:3 method="wB97M-V/def2-TZVPD" orbital_gap_ev=6.63 total_charge=+1
C 2.08432 -0.54083 4.41509 -0.20 0.81 -0.08
C 2.30278 -0.02713 3.09145 -0.24 0.55 0.82
C 1.32699 0.98238 2.85178 0.14 -0.11 0.57
H 3.13574 -0.27313 2.42651 -0.49 0.04 0.26
C 0.45437 1.05908 3.98990 0.95 -0.33 -0.03
C 0.93866 0.11471 4.96395 0.59 0.43 -0.48
H 0.56627 -0.00023 5.98038 0.02 -0.07 -0.34
H 2.75671 -1.20993 4.95444 -0.49 0.04 -0.27
H 1.31219 1.63262 1.97983 -0.22 -0.43 0.23
H -0.34387 1.78546 4.13037 0.13 -0.33 -0.09
Sc 0.11658 -1.11737 3.08067 0.37 -0.67 -1.22
Si 0.70313 -1.54709 -0.85045 0.74 0.97 0.95
C 2.02299 -1.41015 -2.11443 0.21 -0.21 0.27
C 1.91302 -1.98657 -3.38324 0.42 0.55 0.10
H 0.99867 -2.52596 -3.64880 0.41 0.13 -0.05
C 2.96097 -1.80911 -4.28966 0.05 -0.10 0.12
H 2.88535 -2.26798 -5.27861 0.17 0.22 0.27
C 4.08543 -1.05297 -3.92692 -0.30 0.14 0.04
H 4.88036 -0.90083 -4.65731 -0.18 -0.02 0.21
C 4.18033 -0.46855 -2.65306 -0.13 -0.40 0.06
H 5.02163 0.16002 -2.36316 -0.03 -0.27 -0.25
C 3.17827 -0.71806 -1.71472 0.02 0.22 -0.83
H 3.25395 -0.31845 -0.69493 0.03 -0.18 -0.46
C -0.10011 0.09602 -0.51826 1.61 0.98 0.07
C 0.73138 1.21282 -0.59057 0.02 -2.91 -0.17
H 1.69113 1.19187 -1.11722 -0.26 -0.11 0.53
C 0.17295 2.48442 -0.20891 -1.22 1.13 -1.65
H 0.78190 3.36524 -0.42081 -0.34 -0.12 0.18
C -0.76441 2.49243 0.90441 -1.14 -1.20 1.94
H -0.77741 3.33196 1.59748 -0.04 -0.30 0.07
C -1.58509 1.38633 0.99957 1.12 1.53 1.68
H -2.20466 1.16257 1.85876 -0.23 0.31 0.00
C -1.50066 0.47280 -0.13877 -0.63 0.48 -2.16
H -2.31568 -0.23934 -0.32614 0.54 0.21 0.41
H 1.43496 -1.62831 0.44435 0.21 -0.48 0.30
Si -1.42551 1.97674 -1.29681 -0.72 0.25 -1.93
C -2.95676 3.02175 -1.51772 0.13 -0.05 0.12
C -2.85486 4.00440 -2.51015 -0.66 0.18 -0.01
H -1.92898 4.11117 -3.09158 -0.41 0.11 0.32
C -3.97447 4.78184 -2.82609 0.05 0.06 -0.23
H -3.89252 5.52394 -3.61511 -0.03 -0.06 0.08
C -5.20428 4.58794 -2.19046 0.48 -0.41 0.21
H -6.09328 5.14991 -2.48971 0.42 -0.09 0.17
C -5.29781 3.60115 -1.20257 0.10 -0.18 -0.12
H -6.25567 3.43916 -0.71155 0.20 -0.08 -0.07
C -4.18908 2.80345 -0.88358 -0.15 0.28 -0.16
H -4.29421 1.96260 -0.18693 0.01 0.49 -0.08
C -0.86106 1.54330 -3.05092 -0.01 0.26 0.46
C 0.29998 2.14680 -3.52719 0.39 -0.65 -0.79
H 0.73847 2.99390 -3.00382 0.00 -0.11 -0.02
C 0.96252 1.61587 -4.64763 -0.29 0.25 0.29
H 1.90268 2.05485 -4.98266 -0.24 -0.12 0.03
C 0.42338 0.51433 -5.30461 -0.27 -0.23 0.09
H 0.96523 0.05666 -6.13427 -0.21 0.20 0.17
C -0.79702 -0.03880 -4.88180 0.06 0.26 0.16
H -1.22662 -0.89006 -5.41491 0.14 0.27 0.14
C -1.44452 0.48421 -3.75409 0.43 -0.15 -0.30
H -2.37760 0.04025 -3.39089 0.29 0.07 -0.18
H 0.04286 -2.80328 -0.98078 -1.04 -0.67 -0.21
Cl -1.73676 -1.87488 1.77058 0.16 0.04 0.42
C 2.78964 -3.26813 2.96099 -0.19 -0.02 0.09
O 1.38419 -2.89725 2.73437 -0.13 -1.58 0.43
C 0.47310 -4.07404 2.77919 0.42 0.56 -0.41
C -0.47952 -3.99199 3.97056 0.03 0.26 0.80
O -0.52185 -2.60917 4.46587 0.13 -0.87 -0.41
C -1.61277 -2.26781 5.33282 -0.10 -0.20 0.15
H 2.98271 -4.26444 2.51388 -0.15 0.70 0.17
H 3.00562 -3.30200 4.05020 -0.19 0.02 -0.69
H 3.41349 -2.51152 2.46583 -0.31 -0.32 0.21
H -0.09130 -4.04849 1.84173 0.25 -0.03 0.17
H 1.06639 -4.99821 2.85394 -0.20 0.43 -0.14
H -1.49204 -4.30769 3.66482 0.41 0.22 0.16
H -0.10801 -4.62581 4.79335 -0.30 0.31 -0.17
H -2.43223 -2.98261 5.20872 0.10 0.24 -0.03
H -1.24871 -2.28351 6.36208 -0.14 0.06 -0.06
H -1.95198 -1.26327 5.05390 -0.06 -0.19 0.16

=====

# 3
76
Properties=species:S:1:pos:R:3:forces:R:3 method="wB97M-V/def2-TZVPD" orbital_gap_ev="4.54 / 4.62" multiplicity=3 total_charge=+2
C -0.54916 -0.52068 2.24721 -0.82 -0.16 -0.09
C -1.69688 0.06894 1.60682 0.67 -0.33 0.61
C -2.76008 -0.88416 1.61762 0.40 -0.15 0.66
H -1.77531 1.08269 1.24537 0.09 -0.09 -0.05
C -2.29499 -2.07052 2.28603 0.23 1.21 0.85
C -0.92224 -1.85418 2.66846 -0.43 0.74 -0.08
H -0.29168 -2.54504 3.21785 -0.08 0.11 -0.12
H 0.39486 -0.03545 2.44941 0.09 0.07 0.01
H -3.76383 -0.69402 1.25861 0.11 -0.15 -0.05
H -2.90640 -2.93956 2.49834 0.25 0.12 -0.03
W -1.08257 -1.82704 0.37637 -2.62 0.52 3.68
Si 3.01432 2.15119 0.37517 -0.61 0.29 0.61
C 1.44071 3.05403 -0.07511 -0.02 0.05 0.41
C 1.44802 4.32214 -0.67859 -0.37 -0.07 -0.10
H 2.40141 4.83504 -0.85893 -0.46 -0.16 0.05
C 0.23802 4.92102 -1.05403 0.30 -0.03 0.01
H 0.24057 5.89637 -1.53867 0.03 -0.18 0.17
C -0.97389 4.26131 -0.84534 0.04 -0.17 -0.05
H -1.91797 4.70859 -1.16654 0.37 -0.08 0.09
C -0.97965 3.00208 -0.25186 0.16 -0.14 0.11
H -1.92136 2.45452 -0.17225 0.15 0.28 0.09
C 0.21865 2.41872 0.17351 -0.17 0.29 -0.41
H 0.22193 1.43899 0.66017 0.05 0.34 -0.25
C -1.30287 -2.74466 -1.41004 -0.11 -2.05 -0.62
C -2.69991 -2.60122 -1.24306 0.30 0.05 -0.70
H -3.20961 -1.85095 -1.84141 -0.03 -0.10 0.25
C -3.39420 -3.61646 -0.56376 -0.78 -0.14 -0.10
H -4.46146 -3.74992 -0.73928 0.18 0.04 0.19
C -2.72159 -4.39816 0.34252 -0.87 -0.37 0.50
H -3.26314 -5.10279 0.98201 0.12 0.27 -0.24
C -1.32987 -4.30655 0.47676 1.45 -0.45 -0.56
H -0.78899 -4.87806 1.23252 -0.24 0.09 -0.14
C -0.59505 -3.68045 -0.54109 0.11 -1.27 -1.39
H 0.48134 -3.81298 -0.65421 -0.12 -0.07 -0.01
H 2.66893 0.89300 1.08079 -0.03 0.04 -0.17
Si -0.17324 -1.30843 -1.79017 2.07 2.81 -3.64
C 0.70680 -2.04861 -3.27179 0.72 -0.02 0.48
C 0.04131 -1.89890 -4.50640 -0.27 -0.39 -0.05
H -0.72917 -1.13359 -4.62815 0.20 -0.27 0.03
C 0.30167 -2.78827 -5.55600 0.07 0.13 0.21
H -0.27715 -2.72250 -6.48113 0.27 0.06 0.31
C 1.27841 -3.77810 -5.40640 0.01 0.16 0.19
H 1.45974 -4.49780 -6.21258 -0.05 0.33 0.37
C 2.03773 -3.83218 -4.22995 0.06 0.14 0.18
H 2.81744 -4.58975 -4.13133 -0.15 0.32 -0.04
C 1.77674 -2.94928 -3.16966 -0.31 -0.65 -0.48
H 2.37007 -2.97980 -2.25410 -0.10 -0.17 -0.25
C -0.72439 0.35008 -2.46779 -0.37 -0.42 0.78
C -2.05365 0.74999 -2.64497 0.25 0.41 -0.49
H -2.87042 0.18507 -2.18775 0.13 0.24 -0.32
C -2.31047 1.87599 -3.43890 -0.26 -0.07 0.21
H -3.33731 2.17689 -3.64397 0.22 -0.09 0.08
C -1.26170 2.63318 -3.96109 0.09 -0.13 0.13
H -1.46369 3.51442 -4.57375 -0.02 -0.32 0.20
C 0.06163 2.29356 -3.66820 0.01 0.02 0.17
H 0.87562 2.92236 -4.02499 -0.16 -0.17 0.08
C 0.33359 1.15930 -2.91106 -0.01 0.05 -0.24
H 1.36901 0.89052 -2.67440 -0.32 0.08 -0.25
H 3.70622 1.92279 -0.85486 0.61 -0.30 -0.71
Cl 4.19932 3.27562 1.59933 0.06 0.05 0.08
C 2.38773 -0.94092 4.04400 0.26 0.62 0.10
O 2.86343 0.36933 3.70537 -0.16 -0.92 0.27
C 3.06371 1.18220 4.85803 -0.03 0.29 0.03
C 1.97395 2.24273 4.93083 0.13 -0.20 -0.15
O 0.74092 1.57473 4.71125 -0.50 0.48 0.06
C -0.36113 2.47881 4.68836 0.12 0.01 -0.05
H 3.12380 -1.46929 4.67780 -0.30 0.10 -0.30
H 2.25580 -1.47903 3.09694 0.10 0.00 0.16
H 1.42785 -0.87312 4.58636 0.25 -0.07 -0.14
H 3.03706 0.58598 5.79039 0.23 0.12 -0.48
H 4.03710 1.67979 4.72540 -0.24 -0.22 0.33
H 1.97614 2.70046 5.93487 0.06 0.11 -0.34
H 2.15450 3.00525 4.14958 -0.21 -0.13 0.29
H -1.27078 1.86657 4.67012 0.15 0.20 0.07
H -0.37469 3.14095 5.57471 -0.01 -0.34 -0.29
H -0.33558 3.11720 3.78470 0.05 -0.18 0.26

=====

Sequential energy relative to the best compared isomer or geometry (same formula, charge and spin) output: 505.73, 0.00, 0.00 kJ/mol